Entry 1:
Below is a molecular structure, C48H60AsCl2N4OPSTi, with properties calculated with wB97M-V/def2-TZVPD.

The geometry in XYZ format:
```
119
Properties=species:S:1:pos:R:3:mulliken_spin:R:1
As 14.1608 20.2935 10.0223 -0.0006
Ti 10.5434 15.4536 13.2992 1.0689
Cl 8.6471 15.2171 11.6575 -0.0023
Cl 9.4568 17.7469 13.2100 -0.0020
S 12.6427 19.4923 15.6283 -0.0007
P 12.4717 16.0510 11.4526 -0.0399
O 11.6332 16.5951 14.6317 -0.0142
N 9.1725 14.7026 14.7316 0.0204
N 10.8079 13.3827 13.2762 -0.0289
N 11.7020 19.9801 18.1033 -0.0001
N 10.5423 20.9098 16.3294 -0.0001
C 16.5386 15.0569 13.4392 -0.0004
C 16.6742 20.9339 8.7154 0.0000
C 14.0223 15.5664 12.2347 -0.0152
C 14.6628 14.3367 12.0327 -0.0018
C 14.9723 22.0182 12.2268 0.0000
C 14.0231 14.9953 7.7601 0.0000
C 15.4405 19.0648 7.7004 -0.0001
C 8.0682 13.7824 18.7813 0.0002
C 13.7656 18.3042 10.2700 -0.0011
C 9.5465 13.4056 16.7606 -0.0229
C 15.2798 20.7885 11.5878 0.0000
C 11.4993 12.6410 12.3862 -0.0037
C 12.7536 9.5123 15.7005 0.0001
C 9.1870 13.8897 19.8188 -0.0001
C 7.7441 12.3081 18.6369 -0.0003
C 11.6004 20.1690 16.7878 -0.0002
C 12.7527 15.4629 9.7712 -0.0065
C 16.8753 21.6755 13.6568 0.0000
C 12.2688 9.4156 14.2468 -0.0007
C 15.8492 16.2968 13.6911 -0.0002
C 11.6375 14.5573 7.8330 0.0002
C 11.1630 8.3545 14.1269 -0.0002
C 10.5471 12.8550 14.5315 -0.0348
C 13.9843 15.2934 9.1469 -0.0016
C 12.8575 14.5420 7.1447 -0.0003
C 6.8063 14.5640 19.0987 0.0002
C 12.6405 17.8980 11.2169 0.0057
C 9.7768 13.6237 15.3784 0.0342
C 8.5532 14.1889 17.4172 -0.0033
C 15.9492 14.1289 12.6110 0.0002
C 16.4576 20.0604 11.9399 -0.0001
C 17.2380 20.4869 13.0067 0.0000
C 17.6580 19.6807 6.8366 -0.0001
C 8.0827 15.3389 16.7578 0.0041
C 8.3195 15.5191 15.4240 -0.0001
C 11.7989 11.3409 12.6189 0.0068
C 15.7971 22.4402 13.2420 0.0000
C 11.6649 10.7408 13.9210 -0.0042
C 13.4148 9.0309 13.2893 -0.0003
C 15.5983 20.0228 8.7350 0.0003
C 17.6903 20.7569 7.7776 0.0000
C 10.9940 11.5342 14.8270 0.0021
C 9.9918 22.1656 16.8909 0.0000
C 16.4864 18.9143 6.7474 0.0001
C 8.8881 16.9935 11.5332 0.0132
C 14.6299 16.5452 13.0836 0.0052
C 10.5646 20.2203 19.0306 0.0000
C 11.6185 14.9730 9.1565 0.0074
H 7.9145 17.4088 11.3249 0.0011
H 7.7325 16.2379 14.7957 0.0021
H 8.8761 13.5067 20.8400 0.0000
H 13.6077 18.0559 9.2172 0.0001
H 10.9011 11.2541 15.8389 0.0005
H 16.5988 19.1415 11.3752 0.0000
H 12.8293 14.2722 6.0897 0.0000
H 10.4062 8.4949 14.9525 0.0000
H 10.4166 20.7374 15.3265 0.0000
H 13.4883 10.3493 15.8577 0.0001
H 12.0515 16.1531 15.3882 0.0051
H 9.3319 14.9698 19.9832 0.0001
H 17.4758 14.9686 13.9241 0.0000
H 11.7406 13.1149 11.4247 -0.0005
H 8.9614 22.0114 17.2732 0.0000
H 17.4829 22.0194 14.5086 0.0000
H 11.7015 18.1895 10.6967 0.0057
H 11.7091 7.4100 14.2549 0.0000
H 14.7815 17.9326 10.5609 0.0005
H 6.9826 12.1923 17.8104 0.0001
H 10.1337 13.4108 19.4559 0.0000
H 6.3376 14.1279 20.0166 -0.0001
H 16.8114 21.6874 9.4753 0.0000
H 9.6599 20.3243 18.4512 0.0000
H 13.3346 8.5934 15.9664 0.0000
H 12.5499 18.4251 12.1815 0.0020
H 14.2215 17.5738 13.1059 0.0007
H 16.4825 18.0877 6.0393 0.0000
H 10.6927 8.3501 13.1247 0.0000
H 18.5581 19.5166 6.2487 0.0000
H 10.4565 19.3728 19.7510 0.0000
H 13.9429 8.0612 13.6429 0.0001
H 11.7156 17.5770 14.8757 0.0030
H 11.9165 9.5168 16.4388 0.0001
H 14.9623 15.4980 9.6705 -0.0003
H 16.3880 13.1445 12.4491 0.0000
H 14.4840 18.5631 7.5194 0.0000
H 15.6605 23.4382 13.6893 0.0000
H 13.0021 8.8154 12.2823 0.0000
H 10.6863 14.3743 7.3174 0.0000
H 7.4513 16.0816 17.2514 0.0003
H 7.0468 15.6107 19.3401 -0.0001
H 8.5777 11.5537 18.5057 0.0000
H 14.9954 14.9994 7.2947 -0.0001
H 9.5883 17.1771 10.7013 -0.0026
H 14.1511 9.8164 13.1955 0.0000
H 10.5996 22.4592 17.7493 0.0000
H 18.4993 21.4790 7.7336 0.0000
H 18.1307 19.9655 13.2856 0.0000
H 10.6864 14.9291 9.6862 0.0001
H 12.2552 10.7532 11.8010 -0.0001
H 14.2164 13.5537 11.3838 -0.0004
H 9.9519 22.9331 16.0920 0.0000
H 9.9999 12.5457 17.2683 -0.0002
H 10.7100 21.1014 19.6519 0.0000
H 14.1366 22.6437 11.9002 0.0000
H 16.2786 17.0547 14.3359 0.0000
H 6.1136 14.5810 18.2648 0.0002
H 7.2055 11.9545 19.5365 0.0000
H 12.5000 19.4285 18.4382 0.0000
```

Properties
Lowest unoccupied orbital energy (alpha / beta) in Eh: -0.3487 / -0.3392
Expectation value of S²: 0.754
Spin multiplicity: 2
DFT total energy in Eh: -6903.6059
Energy above the lowest of the compared OMol25 structures with the same formula, charge and spin in kJ/mol: 303.4
Frontier orbital gap (alpha / beta) in eV: 3.81 / 4.07
Highest occupied orbital energy (alpha / beta) in eV: -13.298 / -13.299
Total charge: +3

Entry 2:
Below is a molecular structure, C48H60BaCl2N5O6SSiTe, with properties calculated with wB97M-V/def2-TZVPD.

The geometry in XYZ format:
```
125
Properties=species:S:1:pos:R:3:mulliken_spin:R:1
Ba -0.6084 -0.6058 0.7152 0.0138
Te 1.9564 3.4607 -0.7744 0.3155
Cl 3.5691 -2.0544 5.0268 -0.0001
Cl 1.0990 -2.6675 3.5827 0.0001
S -2.5491 1.4794 -0.5870 0.0005
Si 0.6591 -5.7341 -0.9123 0.0001
O -2.0027 -1.4886 4.6769 0.0000
O -0.1221 0.7080 2.5920 -0.0130
O 2.6417 0.5490 2.2638 0.0479
O -1.6038 -1.4715 2.4893 -0.0007
O -0.2136 1.9855 -2.4145 -0.0041
O 2.4300 1.1342 -2.2653 0.0089
N -4.6563 0.9725 -1.9484 -0.0001
N 2.3302 1.8704 0.5001 0.5098
N -1.6541 -0.7096 -2.5299 -0.0006
N -5.4600 0.3515 -2.8634 0.0002
N -2.8178 -0.1900 -2.7321 0.0002
C -2.0341 1.4013 3.8380 0.0003
C 4.4678 4.3902 -2.9562 0.0491
C 4.0821 5.7168 0.5910 -0.0194
C 3.3942 5.4405 -2.9401 -0.1230
C 0.4528 -5.9583 -2.8071 0.0000
C -0.0095 0.5015 5.0210 -0.0004
C 0.8155 -2.4796 -4.5415 -0.0004
C -0.7070 -6.7882 -0.0738 0.0000
C 0.2183 -1.8052 -3.4983 0.0014
C 6.5101 2.9157 0.9035 0.0079
C -0.4680 3.6580 1.3560 -0.0076
C -4.9713 -2.0208 -2.5932 0.0003
C -5.5174 -0.9369 -3.2987 -0.0002
C 0.6705 4.5269 1.7665 0.0134
C 2.8332 5.5244 1.3943 -0.0112
C -6.3835 -2.4931 -4.9348 -0.0003
C 1.3663 7.3099 -3.0263 0.0131
C 1.4480 6.8086 4.6966 0.0003
C 7.0522 2.8257 2.1759 -0.0028
C -0.8676 0.4120 3.7649 0.0000
C 0.4214 -2.7917 -0.1186 -0.0066
C -5.8105 -3.5527 -4.2516 0.0002
C 6.3056 2.2728 3.2042 0.0023
C 2.4341 7.4406 -3.9021 -0.0123
C 5.2189 2.4790 0.6659 0.0141
C 2.3468 5.3468 -2.0301 0.1693
C 0.5645 -3.9627 -0.4227 0.0050
C 2.8098 -2.1857 3.4442 -0.0005
C 3.0552 1.4404 1.4804 -0.0474
C 4.4565 1.9545 1.6992 -0.0221
C 1.5793 6.0821 3.3867 0.0045
C -6.2484 -1.2040 -4.4671 0.0003
C 2.7024 6.2216 2.5905 0.0002
C -1.8160 -1.6395 -4.7938 0.0009
C -1.1110 -1.3665 -3.6059 -0.0018
C 3.4373 6.4869 -3.8555 0.0105
C 0.1002 6.1342 -1.2293 0.0444
C -5.1129 -3.3005 -3.0772 -0.0004
C 2.4686 8.5756 -4.8868 -0.0001
C 0.5717 5.2321 2.9582 0.0014
C 1.8141 4.6721 0.9791 0.0318
C 2.3360 -6.5418 -0.4204 0.0000
C 1.3058 6.2724 -2.1069 0.0258
C -1.5466 -0.9988 3.6450 0.0002
C -3.4043 0.6175 -1.8199 0.0000
C 5.0163 1.8340 2.9657 0.0118
C -1.2094 -2.3330 -5.8183 -0.0003
C 0.1100 -2.7510 -5.7070 0.0003
H 2.3915 0.8000 -1.3579 0.0046
H -0.6193 -7.8515 -0.2896 0.0000
H 8.0613 3.1732 2.3624 -0.0001
H -1.3542 4.2518 1.1360 0.0004
H 0.4934 7.3338 4.7532 0.0002
H 0.5484 8.0188 -3.0783 0.0043
H 2.3812 -7.6012 -0.6670 0.0000
H -0.4846 -5.5161 -3.1301 0.0000
H -6.6968 -0.3770 -5.0071 0.0000
H -0.5975 0.1830 5.8773 0.0001
H -2.7415 1.0727 4.5963 0.0000
H 1.4881 6.0936 5.5201 0.0003
H 4.0563 6.6568 0.0379 0.0013
H 0.3428 1.5218 5.1839 -0.0001
H -6.9367 -2.6772 -5.8473 -0.0001
H 1.2466 -5.4486 -3.3438 0.0000
H 7.1026 3.3227 0.0942 -0.0003
H 3.3594 8.5259 -5.5092 0.0001
H -0.2059 3.0729 0.4768 0.0007
H 0.5803 -3.2945 -6.5181 -0.0001
H 1.4973 1.1447 -2.5336 -0.0017
H 0.8513 -0.1587 4.9411 0.0003
H 3.5030 6.8790 2.9095 -0.0006
H 2.8580 -1.2020 2.9694 -0.0058
H 2.4621 9.5320 -4.3633 -0.0003
H -4.4427 -1.8457 -1.6679 0.0000
H 2.5004 -6.4455 0.6491 0.0000
H 4.2579 6.5406 -4.5611 -0.0006
H -0.2659 5.1082 -1.2664 -0.0111
H 4.0169 3.4104 -2.7903 -0.0134
H -0.7285 2.9668 2.1499 0.0097
H -1.7665 -2.5497 -6.7221 0.0000
H 2.2495 7.5347 4.8320 -0.0001
H 4.9607 5.7280 1.2342 0.0003
H 5.2033 4.5697 -2.1696 -0.0055
H 0.4550 -7.0007 -3.1196 0.0000
H -1.6882 -6.4618 -0.4042 0.0000
H -1.6782 2.4043 4.0841 -0.0001
H -0.6923 6.8038 -1.5572 0.0019
H -0.6514 2.0164 -3.2673 0.0011
H 1.8422 -2.8064 -4.4483 0.0000
H -6.0856 1.0049 -3.3152 0.0000
H -0.9471 1.7916 -1.7611 -0.0042
H 0.8347 0.6056 2.7587 -0.0010
H -2.5418 1.4302 2.8753 0.0001
H 0.7487 -1.6177 -2.5768 0.0005
H 4.9883 4.3868 -3.9135 0.0010
H -5.9089 -4.5630 -4.6226 0.0000
H 0.3485 6.3667 -0.1950 -0.0058
H 3.3505 -2.9452 2.8850 0.0002
H -0.6726 -6.6645 1.0041 0.0000
H 1.5923 8.5473 -5.5344 -0.0004
H -2.8478 -1.3276 -4.8739 0.0001
H 4.7893 2.5257 -0.3271 -0.0283
H 3.1637 -6.0496 -0.9231 0.0000
H -4.6748 -4.1205 -2.5273 -0.0001
H 6.7345 2.1766 4.1933 0.0002
H -0.3128 5.1162 3.5699 -0.0007
H 4.4246 1.3839 3.7501 0.0003
H 4.1856 4.9059 -0.1233 0.0223
```

Properties
Lowest unoccupied orbital energy (alpha / beta) in Eh: 0.1103 / 0.1103
Expectation value of S²: 0.760
Spin multiplicity: 2
DFT total energy in Eh: -4491.8771
Energy above the lowest of the compared OMol25 structures with the same formula, charge and spin in kJ/mol: 156.1
Frontier orbital gap (alpha / beta) in eV: 5.02 / 5.93
Highest occupied orbital energy (alpha / beta) in eV: -2.021 / -2.929
Total charge: -2

Among the records above, which one has the lowest energy above the lowest of the compared OMol25 structures with the same formula, charge and spin? C48H60BaCl2N5O6SSiTe

The lowest total charge belongs to which entry? C48H60BaCl2N5O6SSiTe

What is the formula in the second record? C48H60BaCl2N5O6SSiTe